ORCA calculation (wB97M-V/def2-TZVPD) on one molecule with the formula CH3FN2OS in a non-equilibrium geometry.

## Properties
- ΔE to the lowest compared entry with this formula, charge and spin (kcal/mol) = 28.2
- E_LUMO (spin up / spin down) (eV) = 0.9 / -2.8
- maximum force (hartree/bohr) = 0.1014
- multiplicity = 3

Positions of all 9 atoms, in Å:
C 1.17 -0.16 -0.06
N 0.66 -1.19 -0.55
N -1.85 0.12 0.64
O 0.55 1.04 0.04
F 2.44 -0.04 0.28
S -1.08 0.92 -0.37
H 1.11 -2.08 -0.57
H -1.98 -0.79 0.39
H -1.02 2.18 0.18


ORCA calculation (wB97M-V/def2-TZVPD) on a 2-piece molecular cluster, C8H6NO2S overall in a non-equilibrium geometry.

## Properties
- ΔE to the lowest compared entry with this formula, charge and spin (kcal/mol) = 98.8
- total charge = -1
- E_LUMO (eV) = 3.6
- maximum force (hartree/bohr) = 0.0863

Positions of all 18 atoms, in Å:
C -1.00 -2.94 0.66
C -1.38 -2.42 -0.33
C 2.75 0.37 -0.44
C 1.49 -0.20 -0.37
C 2.68 1.71 0.03
C 0.62 0.82 0.12
C 1.36 1.97 0.35
C -0.65 0.73 0.51
N -1.81 0.60 0.74
O -3.06 -0.04 -1.39
O -4.46 0.06 0.65
S -3.47 0.77 -0.22
H -0.89 -3.26 1.64
H 3.53 -0.19 -0.83
H 1.28 -1.14 -0.67
H 3.48 2.29 0.07
H -1.54 -1.98 -1.25
H 1.06 2.84 0.73


ORCA calculation (wB97M-V/def2-TZVPD) on C6H8N2O2S as an isolated structure in a non-equilibrium geometry.

## Properties
- ΔE to the lowest compared entry with this formula, charge and spin (kcal/mol) = 170.4
- E_LUMO (spin up / spin down) (eV) = 0.0 / 0.0
- maximum force (hartree/bohr) = 0.0964

Positions of all 19 atoms, in Å:
C 1.85 1.34 0.22
C 1.43 0.76 1.26
C -1.28 1.17 -1.40
C 1.26 0.89 -1.12
C -2.11 -0.06 -0.89
C -0.67 -0.54 -0.40
N -0.23 -2.16 1.51
N -0.15 0.61 -1.00
O -1.61 2.26 -1.83
O -0.05 -2.45 2.88
S -0.53 -0.63 1.31
H 2.82 1.81 0.05
H 1.97 0.74 2.21
H 1.38 1.57 -1.89
H 1.88 -0.06 -1.37
H -2.70 0.19 0.03
H -2.82 -0.59 -1.56
H -0.22 -1.41 -0.90
H -0.20 -3.43 2.88


ORCA calculation (wB97M-V/def2-TZVPD) on C55H53O3P2RuS2 as an isolated structure.

## Properties
- ΔE to the lowest compared entry with this formula, charge and spin (kcal/mol) = 11.5
- total charge = +2
- E_LUMO (spin up / spin down) (eV) = -4.5 / -6.3
- maximum force (hartree/bohr) = 0.0161
- multiplicity = 6

Positions of all 116 atoms, in Å:
Ru 0.05 -0.70 0.24
O 0.30 1.70 -1.91
S -0.07 1.90 -0.48
C -1.48 2.95 -0.37
C -1.30 4.27 -0.72
C -2.29 5.25 -0.52
C -3.44 4.87 0.11
C -4.64 5.68 0.55
C -5.63 4.64 1.12
C -4.93 3.31 0.98
C -5.33 2.05 1.28
C -4.47 0.98 0.94
C -3.22 1.15 0.38
P -2.42 -0.30 -0.37
C -3.10 -0.36 -2.04
C -4.46 -0.61 -2.24
C -4.99 -0.60 -3.52
C -4.16 -0.33 -4.61
C -2.81 -0.06 -4.41
C -2.28 -0.08 -3.13
C -3.07 -1.72 0.56
C -3.61 -2.85 -0.06
C -4.07 -3.91 0.70
C -3.97 -3.87 2.09
C -3.39 -2.78 2.71
C -2.94 -1.71 1.95
C -2.73 2.48 0.15
C -3.65 3.51 0.42
C 1.22 2.85 0.29
C 0.95 3.86 1.18
C 1.94 4.75 1.65
C 3.20 4.63 1.13
C 4.44 5.46 1.32
C 5.54 4.74 0.49
C 4.85 3.54 -0.10
C 5.32 2.51 -0.88
C 4.43 1.45 -1.17
C 3.11 1.43 -0.78
P 2.31 -0.19 -0.77
C 2.68 -1.00 -2.34
C 3.77 -1.84 -2.51
C 4.03 -2.39 -3.76
C 3.21 -2.09 -4.84
C 2.12 -1.24 -4.67
C 1.85 -0.70 -3.42
C 3.19 -1.09 0.54
C 3.12 -2.49 0.58
C 3.68 -3.19 1.64
C 4.31 -2.51 2.67
C 4.37 -1.12 2.64
C 3.82 -0.42 1.59
C 2.57 2.56 -0.10
C 3.49 3.54 0.28
H -0.36 4.57 -1.16
H -2.10 6.27 -0.82
H -5.06 6.24 -0.29
H -4.34 6.41 1.30
H -6.57 4.63 0.56
H -5.88 4.84 2.16
H -6.29 1.83 1.72
H -4.84 -0.02 1.10
H -5.12 -0.80 -1.40
H -6.04 -0.79 -3.67
H -4.58 -0.31 -5.60
H -2.18 0.16 -5.25
H -1.23 0.14 -2.97
H -3.70 -2.88 -1.14
H -4.51 -4.77 0.22
H -4.34 -4.70 2.68
H -3.30 -2.74 3.79
H -2.51 -0.84 2.45
H -0.07 4.02 1.51
H 1.67 5.53 2.34
H 4.71 5.55 2.37
H 4.27 6.48 0.95
H 6.38 4.43 1.12
H 5.95 5.38 -0.29
H 6.34 2.47 -1.22
H 4.84 0.59 -1.69
H 4.43 -2.07 -1.68
H 4.88 -3.04 -3.90
H 3.42 -2.51 -5.81
H 1.49 -0.99 -5.51
H 1.01 -0.03 -3.29
H 2.63 -3.02 -0.23
H 3.64 -4.27 1.65
H 4.76 -3.06 3.48
H 4.86 -0.59 3.44
H 3.88 0.67 1.58
C 0.49 -4.44 -3.23
C 0.75 -4.82 -1.79
S -0.43 -4.01 -0.70
O -0.11 -2.51 -0.90
C 0.21 -4.50 0.92
C -0.68 -5.56 1.55
H 1.09 -5.06 -3.89
H 0.74 -3.40 -3.40
H -0.56 -4.59 -3.50
H 1.74 -4.54 -1.45
H 0.60 -5.89 -1.62
H 0.21 -3.56 1.50
H 1.23 -4.84 0.80
H -1.66 -5.15 1.81
H -0.21 -5.93 2.46
H -0.83 -6.41 0.88
C 0.46 -1.61 3.88
C 0.07 -0.21 3.44
C 0.94 0.88 4.03
O 0.15 -0.14 2.02
H 0.44 -1.69 4.97
H 1.47 -1.83 3.54
H -0.22 -2.35 3.47
H -0.98 -0.02 3.71
H 1.97 0.75 3.69
H 0.92 0.83 5.11
H 0.60 1.87 3.71


ORCA calculation (wB97M-V/def2-TZVPD) on C23H33BaF9O5S as an isolated structure in a non-equilibrium geometry.

## Properties
- total charge = +2
- E_LUMO (eV) = -8.4
- maximum force (hartree/bohr) = 0.1306

Positions of all 72 atoms, in Å:
C -9.32 1.05 1.81
C -8.33 -0.19 1.37
C -8.19 -0.02 -0.26
C -9.13 -1.53 1.79
C -6.96 0.06 2.16
C -5.95 -1.19 2.24
C -5.96 -2.18 0.98
C -6.13 -2.11 3.59
C -4.46 -0.55 2.38
C -4.24 0.42 3.60
C -2.89 1.17 3.87
C -1.73 0.91 2.82
O -0.51 1.64 3.06
C 0.66 0.78 3.01
C 1.59 1.37 1.81
O 3.00 1.08 2.10
C 3.66 0.53 0.94
C 5.17 1.19 0.87
O 5.91 0.39 -0.13
C 6.69 1.24 -1.02
O 6.21 2.17 -1.71
O 8.10 0.94 -1.08
C 8.19 -0.25 -1.95
C 8.27 0.29 -3.46
C 8.66 -0.84 -4.54
F 9.75 -1.57 -3.91
F 7.63 -1.84 -4.70
C 9.27 -0.30 -5.92
F 10.50 0.38 -5.59
F 9.69 -1.45 -6.67
S 8.24 0.88 -6.92
F 6.80 0.47 -6.19
F 8.03 -0.36 -8.07
F 9.65 1.30 -7.77
F 8.52 2.19 -5.92
F 7.38 1.89 -7.93
C -1.93 -0.08 1.60
C -3.30 -0.80 1.37
H -9.79 0.87 2.83
H -10.12 1.27 1.00
H -8.64 1.99 1.85
H -9.08 0.53 -0.72
H -7.93 -1.02 -0.75
H -7.24 0.65 -0.39
H -10.26 -1.26 1.75
H -8.88 -1.91 2.84
H -9.01 -2.37 0.99
H -6.37 0.98 1.80
H -7.26 0.31 3.26
H -6.88 -2.88 0.96
H -5.04 -2.87 1.10
H -5.83 -1.65 -0.03
H -5.17 -2.08 4.24
H -7.07 -1.81 4.17
H -6.23 -3.19 3.24
H -5.10 0.62 4.32
H -2.76 1.90 4.75
H 1.22 0.92 4.01
H 0.43 -0.33 2.90
H 1.20 0.89 0.84
H 1.45 2.51 1.73
H 3.17 0.80 -0.06
H 3.67 -0.64 1.06
H 5.65 1.07 1.93
H 5.05 2.29 0.58
H 7.30 -0.96 -1.85
H 9.14 -0.82 -1.61
H 9.07 1.11 -3.50
H 7.27 0.82 -3.73
H -1.05 -0.20 0.89
H -3.41 -1.48 0.47
Ba 5.99 -1.13 1.53


ORCA calculation (wB97M-V/def2-TZVPD) on a 7-piece molecular cluster, C23H29BF6N2O22 overall in a non-equilibrium geometry.

## Properties
- structure (SMILES) = [H]/N=C\COC(=O)OB(O)N(C)C.O=C1OC[C@@H](F)O1.O=C1OC[C@@H](F)O1.O=C1OC[C@@H](F)O1.O=C1OC[C@@H](F)O1.O=C1OC[C@@H](F)O1.O=C1OC[C@@H](F)O1
- E_LUMO (eV) = 0.2
- maximum force (hartree/bohr) = 0.0969

Positions of all 83 atoms, in Å:
C 1.97 -1.54 1.24
N 1.72 -0.61 0.11
C 1.80 0.78 0.61
B 0.53 -0.89 -0.60
O 0.21 -2.19 -0.98
O -0.35 0.15 -1.02
C -1.64 -0.12 -0.89
O -2.41 0.37 -1.59
O -2.04 -0.99 0.07
C -2.23 -0.39 1.38
C -1.89 1.08 1.50
N -2.76 1.91 1.78
H 2.95 -1.98 1.10
H 2.00 -1.03 2.20
H 1.26 -2.35 1.32
H 2.84 1.01 0.82
H 1.26 0.92 1.54
H 1.47 1.52 -0.11
H -0.26 -2.58 -0.22
H -1.63 -0.94 2.10
H -3.26 -0.53 1.69
H -0.86 1.36 1.35
H -3.65 1.42 1.90
C -5.27 -0.76 -2.47
C -6.60 -0.53 -1.82
O -7.50 -1.20 -2.68
C -6.79 -2.22 -3.26
O -7.28 -3.14 -3.82
O -5.46 -2.04 -3.08
F -6.93 0.79 -1.79
H -5.05 -0.02 -3.24
H -4.45 -0.78 -1.75
H -6.69 -0.94 -0.81
C -9.47 -3.62 0.06
C -10.45 -2.73 0.77
O -9.77 -2.41 1.97
C -8.44 -2.46 1.69
O -7.58 -1.99 2.37
O -8.21 -3.10 0.51
F -11.60 -3.39 1.08
H -9.56 -4.67 0.37
H -9.55 -3.57 -1.02
H -10.70 -1.81 0.24
C -1.87 3.66 5.80
C -1.67 5.10 5.42
O -0.31 5.13 5.01
C -0.03 3.88 4.52
O 0.92 3.62 3.86
O -0.98 2.99 4.90
F -1.82 5.93 6.49
H -1.57 3.46 6.83
H -2.89 3.32 5.66
H -2.30 5.45 4.61
C 0.73 1.80 -3.48
C 1.10 3.20 -3.88
O 2.47 3.07 -4.22
C 2.65 1.78 -4.66
O 3.59 1.40 -5.26
O 1.58 1.01 -4.32
F 0.99 4.06 -2.84
H 0.95 1.59 -2.44
H -0.32 1.57 -3.67
H 0.55 3.59 -4.73
C 7.05 -0.80 0.76
C 6.67 0.58 1.23
O 5.38 0.36 1.79
C 5.36 -0.93 2.24
O 4.54 -1.36 2.98
O 6.39 -1.64 1.72
F 6.56 1.45 0.20
H 6.67 -1.01 -0.24
H 8.13 -0.96 0.77
H 7.33 1.00 1.99
C 9.69 -2.23 -3.34
C 8.72 -1.37 -2.57
O 9.43 -1.09 -1.37
C 10.77 -1.12 -1.70
O 11.63 -0.68 -1.02
O 10.95 -1.71 -2.90
F 7.59 -2.05 -2.26
H 9.62 -3.28 -3.06
H 9.58 -2.13 -4.41
H 8.46 -0.43 -3.06


ORCA calculation (wB97M-V/def2-TZVPD) on a 5-piece molecular cluster, C29H42BF8NO16S3Si overall in a non-equilibrium geometry.

## Properties
- structure (SMILES) = CB(O)[C@]1(N=C=S)O[C@@H]([Si](C)(C)C)[C@](CCC(C)C)(S(=O)(=O)C(F)(F)C(F)(F)C(F)(F)F)[C@]1(F)S.O=C1OCCO1.O=C1OCCO1.O=C1OCCO1.O=C1OCCO1
- E_LUMO (eV) = 0.0
- maximum force (hartree/bohr) = 0.0203

Positions of all 101 atoms, in Å:
C 3.89 2.23 -1.55
B 2.39 2.64 -1.73
O 1.99 3.63 -2.60
C 1.25 1.95 -0.80
N 0.32 2.99 -0.36
C 0.23 3.41 0.75
S 0.01 3.96 2.19
O 1.81 1.32 0.34
C 1.68 -0.10 0.23
Si 2.24 -1.00 1.85
C 3.45 0.19 2.64
C 0.88 -1.34 3.09
C 3.09 -2.60 1.38
C 0.27 -0.23 -0.43
C -0.82 0.12 0.63
C -2.17 0.71 0.23
C -3.08 0.93 1.46
C -3.06 -0.23 2.46
C -4.50 1.19 0.98
S 0.16 -1.98 -0.90
O 1.34 -2.34 -1.63
O -0.23 -2.74 0.25
C -1.26 -2.21 -2.12
F -0.79 -2.87 -3.18
F -1.70 -1.01 -2.52
C -2.48 -2.98 -1.55
F -2.91 -2.39 -0.43
F -3.44 -2.84 -2.48
C -2.25 -4.52 -1.29
F -2.95 -5.24 -2.17
F -0.97 -4.85 -1.42
F -2.66 -4.84 -0.06
C 0.44 0.83 -1.55
F -0.75 1.33 -2.01
S 1.24 0.36 -3.13
H 4.56 2.92 -2.07
H 4.17 2.17 -0.49
H 4.05 1.22 -1.96
H 2.29 4.51 -2.36
H 2.42 -0.46 -0.50
H 3.91 0.83 1.89
H 2.90 0.85 3.31
H 4.22 -0.35 3.19
H 1.35 -1.42 4.07
H 0.35 -2.28 2.89
H 0.14 -0.54 3.17
H 2.60 -3.44 1.87
H 4.12 -2.54 1.74
H 3.12 -2.79 0.31
H -0.99 -0.81 1.17
H -0.34 0.79 1.34
H -2.03 1.68 -0.24
H -2.69 0.08 -0.49
H -2.72 1.82 1.98
H -3.90 -0.16 3.15
H -2.15 -0.25 3.06
H -3.12 -1.20 1.94
H -4.52 1.85 0.11
H -4.98 0.25 0.69
H -5.11 1.64 1.76
H 2.21 -0.41 -2.62
C -1.90 3.41 -5.22
C -0.75 3.74 -4.28
O -0.88 5.16 -4.15
C -2.15 5.51 -4.43
O -2.62 6.59 -4.25
O -2.83 4.46 -4.94
H -2.36 2.45 -5.03
H -1.61 3.47 -6.27
H -0.87 3.29 -3.30
H 0.24 3.50 -4.67
C 7.47 2.86 3.94
C 8.78 2.32 3.39
O 8.55 0.91 3.40
C 7.22 0.68 3.37
O 6.71 -0.38 3.22
O 6.54 1.84 3.55
H 7.16 3.81 3.50
H 7.47 2.94 5.02
H 8.96 2.63 2.36
H 9.65 2.55 4.00
C -4.16 -2.84 -5.70
C -4.01 -1.36 -5.43
O -4.48 -0.78 -6.65
C -5.30 -1.67 -7.26
O -5.97 -1.44 -8.21
O -5.24 -2.87 -6.63
H -4.41 -3.43 -4.82
H -3.27 -3.27 -6.17
H -4.64 -1.02 -4.61
H -2.98 -1.05 -5.25
C -2.74 -3.20 5.78
C -1.25 -3.38 5.56
O -0.73 -2.10 5.94
C -1.62 -1.50 6.77
O -1.41 -0.50 7.37
O -2.77 -2.20 6.81
H -3.25 -4.09 6.13
H -3.25 -2.80 4.90
H -0.82 -4.13 6.22
H -0.98 -3.59 4.53


ORCA calculation (wB97M-V/def2-TZVPD) on an isolated ion of composition CH4N4 and charge +2 in a non-equilibrium geometry.

## Properties
- ΔE to the lowest compared entry with this formula, charge and spin (kcal/mol) = 22.4
- total charge = +2
- E_LUMO (spin up / spin down) (eV) = -10.4 / -15.8
- maximum force (hartree/bohr) = 0.1780
- multiplicity = 3

Positions of all 9 atoms, in Å:
C 0.05 0.14 -0.10
N -2.62 -0.10 0.04
N -1.58 0.08 -0.11
N 0.46 -1.09 0.03
N 0.61 1.26 0.03
H -0.03 -2.03 0.19
H 1.34 -1.53 -0.05
H 0.11 2.14 0.23
H 1.67 1.13 -0.26


| no. | E (eV) |
| --- | --- |
| 1 | -19659.330 |
| 2 | -24810.682 |
| 3 | -24255.385 |
| 4 | -106853.897 |
| 5 | -70580.162 |
| 6 | -89329.974 |
| 7 | -127805.083 |
| 8 | -7035.108 |